1.
# C40H78BrF3N3O12

A cluster of 5 separate species, C40H78BrF3N3O12 in total in a non-equilibrium geometry (ωB97M-V/def2-TZVPD, OMol25).

```
137
Properties=species:S:1:pos:R:3
C 7.33322 -0.80829 -0.83298
C 6.55705 -0.57314 -2.14342
C 6.45944 0.91688 -2.51239
C 5.16733 1.60351 -2.03830
C 5.26052 2.27990 -0.66535
C 4.03515 3.16858 -0.39073
C 3.62868 3.20515 1.07939
C 2.30858 3.92467 1.36689
C 1.14598 3.32141 0.57160
C -0.24537 3.61401 1.16338
C -1.14166 2.35895 1.28470
C -2.50946 2.57888 0.65291
N -3.33264 1.33572 0.40132
C -3.14260 0.41094 1.57326
C -4.01901 -0.83110 1.49877
N -3.95859 -1.44816 0.19663
C -4.20913 -0.62559 -0.97494
C -3.90758 -1.52259 -2.20843
C -4.51953 -2.94263 -2.13826
C -3.47264 -4.03325 -1.82842
C -5.73266 -0.35194 -1.08661
C -6.49178 0.59248 -0.13696
C -7.84355 0.02771 0.23096
F -8.53365 0.89361 0.98070
F -8.57540 -0.23915 -0.85336
F -7.73633 -1.10847 0.93091
C -3.30571 0.70090 -1.02564
N -3.85782 1.51768 -2.06106
C -4.69973 2.47093 -2.10707
C -5.07558 3.49876 -1.05068
C -5.33181 2.74068 -3.44761
C -1.85950 0.45526 -1.54818
Br -0.75809 -0.80339 -0.55527
C -1.01738 1.69973 -1.90767
C -0.23522 1.45917 -3.20433
H 7.15478 -1.81809 -0.46428
H 8.39919 -0.67339 -1.01269
H 7.00646 -0.08706 -0.08270
H 5.55407 -0.99843 -2.05884
H 7.06604 -1.11734 -2.94121
H 6.49561 0.99882 -3.60208
H 7.33729 1.44629 -2.13474
H 4.35581 0.86961 -2.03197
H 4.88801 2.36584 -2.77344
H 6.17096 2.88017 -0.64829
H 5.31085 1.50523 0.10405
H 3.21341 2.81831 -1.02299
H 4.24510 4.19434 -0.71097
H 4.43134 3.70168 1.63504
H 3.56585 2.19039 1.48681
H 2.40348 4.99497 1.17108
H 2.09219 3.78199 2.42827
H 1.31715 2.24283 0.49444
H 1.18481 3.70247 -0.45263
H -0.74593 4.35691 0.53267
H -0.14619 4.08052 2.14309
H -1.28736 2.16742 2.34790
H -0.61636 1.49040 0.89400
H -3.10069 3.18956 1.34005
H -2.42489 3.15676 -0.25895
H -4.29878 1.64849 0.48333
H -2.10616 0.10845 1.64387
H -3.37426 0.99991 2.46664
H -3.58840 -1.53587 2.21258
H -5.04194 -0.65716 1.83267
H -3.15435 -2.04741 0.09654
H -2.83832 -1.66888 -2.33427
H -4.28830 -1.01379 -3.09339
H -4.94722 -3.16691 -3.11480
H -5.30292 -3.01713 -1.38909
H -3.06272 -4.47628 -2.73466
H -3.89253 -4.81767 -1.19961
H -2.62146 -3.62874 -1.27108
H -5.93739 -0.01196 -2.10140
H -6.20691 -1.32734 -1.01530
H -6.71808 1.54775 -0.60788
H -6.02219 0.80955 0.82283
H -5.58141 3.10082 -0.16969
H -5.74955 4.23942 -1.47529
H -4.19073 4.03788 -0.72094
H -5.16759 1.90450 -4.12254
H -4.88468 3.62797 -3.90528
H -6.39776 2.93148 -3.31842
H -2.02513 -0.02396 -2.50499
H -0.28366 1.88711 -1.12805
H -1.64183 2.57879 -2.04919
H -0.91821 1.27391 -4.03544
H 0.36548 2.33858 -3.43190
H 0.42548 0.59718 -3.10456
C -2.32129 1.41811 8.14963
O -3.66473 1.09999 7.75902
C -3.84395 0.93397 6.45996
O -2.99195 1.02955 5.60748
O -5.12630 0.63850 6.24484
C -5.47543 0.41881 4.88217
H -2.34489 1.51924 9.22948
H -1.64257 0.61667 7.86492
H -2.00495 2.35431 7.69431
H -4.91669 -0.42397 4.47401
H -5.28735 1.31529 4.28951
H -6.53717 0.19169 4.87759
C -5.22840 -8.23697 -3.72892
O -4.07637 -7.69046 -4.37622
C -3.17657 -8.60470 -4.74836
O -3.26981 -9.79095 -4.57899
O -2.16049 -7.97383 -5.33607
C -1.11764 -8.84282 -5.79425
H -5.86525 -7.39271 -3.48006
H -5.76307 -8.91523 -4.39064
H -4.94484 -8.76037 -2.81759
H -1.50098 -9.54185 -6.53455
H -0.68380 -9.39159 -4.96083
H -0.36990 -8.19746 -6.24482
C 3.90894 1.14442 4.82860
O 2.78492 0.26848 4.99331
C 1.70139 0.62778 4.32257
O 1.59121 1.59714 3.61042
O 0.73673 -0.26829 4.55166
C -0.47987 0.05126 3.88303
H 4.70499 0.72014 5.43161
H 4.21226 1.18244 3.78404
H 3.66662 2.14499 5.18081
H -0.30767 0.09124 2.80655
H -0.87418 1.00185 4.23606
H -1.19113 -0.73615 4.11914
C 13.22768 -0.28813 -2.65794
O 13.69999 -0.12078 -1.31814
C 12.75744 -0.22742 -0.38416
O 11.58881 -0.44327 -0.58157
O 13.32768 -0.05506 0.80704
C 12.42584 -0.14754 1.91282
H 14.09893 -0.17570 -3.29574
H 12.79486 -1.27788 -2.79022
H 12.48809 0.47257 -2.90071
H 11.96360 -1.13223 1.94851
H 11.65530 0.61809 1.84320
H 13.02884 0.01205 2.80144
```

Values from the calculation:
HOMO: -11.91 eV
energy: -5511.4821 hartree
charge: +1
gap between HOMO and LUMO: 9.64 eV



2.
# C40H78NO14S

A structure of composition C40H78NO14S in a non-equilibrium geometry (ωB97M-V/def2-TZVPD, OMol25).

```
134
Properties=species:S:1:pos:R:3
C 7.39614 1.22402 2.07557
C 7.79064 2.33610 1.09194
C 7.11931 2.24322 -0.29119
C 5.57908 2.05151 -0.17035
C 4.79689 2.77963 -1.28368
C 3.98852 3.98685 -0.74764
C 2.84015 3.48847 0.12255
C 2.04772 4.59651 0.85103
C 1.37848 3.98904 2.12065
C -0.10570 4.41141 2.31580
C -1.01937 3.17361 2.28714
C -1.37920 2.81566 0.83448
C -2.25379 1.54571 0.71083
S -1.36889 0.09695 0.07004
C -0.19097 -0.39868 1.37754
C 1.25517 0.09973 1.13312
O 1.88141 0.54969 2.04078
N -0.39951 0.63059 -1.23658
C -0.40501 -0.25748 -2.11821
O -0.49986 -1.08842 -2.89544
H 6.32596 1.02622 2.12108
H 7.95487 0.30970 1.87211
H 7.69919 1.53671 3.08161
H 7.56747 3.32336 1.50436
H 8.87018 2.24989 0.93442
H 7.50045 1.42974 -0.90109
H 7.24254 3.21166 -0.78793
H 5.31034 2.45709 0.81316
H 5.32961 0.98883 -0.11348
H 4.05691 2.08976 -1.71015
H 5.48049 3.07119 -2.08280
H 4.66864 4.64311 -0.19514
H 3.62927 4.56234 -1.60706
H 3.23765 2.83538 0.90414
H 2.15746 2.86304 -0.47010
H 2.72362 5.38504 1.18859
H 1.28692 5.04091 0.20696
H 1.37891 2.90092 2.02188
H 1.97364 4.19536 3.01110
H -0.20886 4.85026 3.31129
H -0.42427 5.15778 1.58694
H -0.51046 2.30606 2.72215
H -1.91668 3.32019 2.89661
H -1.94694 3.65478 0.42336
H -0.45969 2.72427 0.24689
H -3.04141 1.73159 -0.01928
H -2.64107 1.20232 1.67595
H -0.15436 -1.48911 1.40342
H -0.53185 0.02082 2.32160
H 1.70144 -0.00030 0.13094
O -2.37198 -0.13288 3.39191
C -3.34647 -0.62797 3.92753
O -3.30865 -1.91161 4.23799
C -4.31909 -2.56512 5.03635
C -5.49350 -3.01310 4.19486
C -4.60279 0.16925 4.16093
H -4.62079 -1.92575 5.86623
H -3.81855 -3.42619 5.47457
H -6.00000 -2.17389 3.73125
H -6.21561 -3.55145 4.80244
H -5.15253 -3.66997 3.39316
H -5.20093 0.15846 3.24984
H -4.32005 1.19525 4.38954
H -5.20734 -0.19132 4.98729
O -8.28832 -2.51818 3.69563
C -9.23625 -3.03007 4.23989
O -9.16552 -4.32370 4.56398
C -10.14765 -4.99081 5.37735
C -11.31819 -5.48597 4.55502
C -10.51432 -2.26699 4.48591
H -10.45425 -4.35002 6.20616
H -9.62305 -5.83706 5.81733
H -11.85680 -4.66053 4.08762
H -12.01649 -6.03935 5.18285
H -10.98012 -6.13895 3.75441
H -11.11975 -2.29851 3.58119
H -10.25739 -1.23271 4.70343
H -11.09948 -2.63867 5.32266
O 7.59500 -0.82033 -0.89557
C 8.18617 -1.59810 -1.59792
O 9.52163 -1.51341 -1.67473
C 10.33784 -2.49109 -2.33278
C 10.45238 -2.21864 -3.81716
C 7.45401 -2.60306 -2.45458
H 9.97909 -3.49926 -2.12092
H 11.31766 -2.40618 -1.86625
H 9.48309 -2.27952 -4.31295
H 11.12469 -2.93508 -4.28844
H 10.83696 -1.21345 -3.98970
H 7.14996 -2.11810 -3.38131
H 6.56612 -2.92459 -1.91516
H 8.03110 -3.49419 -2.68772
O 12.31478 0.28482 -6.96235
C 12.68916 1.15616 -6.22696
O 13.66766 0.89567 -5.34064
C 14.30632 1.90634 -4.55474
C 13.53508 2.20259 -3.28512
C 12.02203 2.51188 -6.21705
H 14.48636 2.80247 -5.14983
H 15.28343 1.49696 -4.30393
H 12.54299 2.60021 -3.50044
H 14.07115 2.92912 -2.67412
H 13.39941 1.28942 -2.70524
H 11.13580 2.46381 -5.58556
H 11.71964 2.74652 -7.23463
H 12.66300 3.32217 -5.87809
O -11.78663 -7.23390 2.25061
C -12.21448 -6.58620 1.33284
O -12.99009 -5.51994 1.59995
C -13.40586 -4.58016 0.60280
C -14.65892 -5.03775 -0.11327
C -11.97405 -6.99166 -0.10050
H -12.58906 -4.36232 -0.08682
H -13.61001 -3.65895 1.14697
H -14.49416 -5.96838 -0.65632
H -14.99049 -4.27964 -0.82299
H -15.45807 -5.21883 0.60522
H -12.71562 -7.73800 -0.38206
H -10.98421 -7.43682 -0.16489
H -12.00532 -6.16742 -0.80900
O -2.53410 6.01594 -4.42985
C -2.86327 4.87311 -4.31513
O -2.18444 4.08746 -3.44088
C -2.59732 2.77703 -3.07939
C -2.10029 1.72919 -4.05447
C -3.95077 4.26602 -5.16869
H -3.68162 2.73310 -2.94633
H -2.15174 2.60543 -2.10111
H -2.51470 1.88688 -5.04912
H -2.37881 0.72612 -3.72718
H -1.01417 1.78364 -4.14739
H -3.52026 3.96179 -6.12200
H -4.70277 5.02939 -5.35013
H -4.45668 3.41652 -4.71417
```

Values from the calculation:
HOMO: -11.23 eV
energy: -3076.9305 hartree
charge: +1
gap between HOMO and LUMO: 7.52 eV



3.
# C40H80O30

A cluster of 10 separate species, C40H80O30 in total in a non-equilibrium geometry (ωB97M-V/def2-TZVPD, OMol25).

```
150
Properties=species:S:1:pos:R:3
C 8.19158 7.14655 -1.49037
C 9.50425 6.39314 -1.46306
O 9.35105 5.01705 -1.73896
C 9.21688 4.43219 -2.95147
O 9.28315 5.07164 -4.01164
O 9.25140 3.14024 -2.74833
C 9.27184 2.25946 -3.89958
H 8.35328 8.21582 -1.62682
H 7.61367 7.00753 -0.57670
H 7.65610 6.83787 -2.38819
H 9.76894 6.50256 -0.41137
H 10.31861 6.82312 -2.04619
H 8.20775 2.11884 -4.08944
H 9.75518 1.28286 -3.87228
H 9.75246 2.77303 -4.73226
C 6.22268 11.01868 -1.27217
C 6.54404 12.26909 -2.10941
O 7.12792 13.41100 -1.38087
C 7.14686 14.56789 -1.98059
O 6.70736 14.82519 -3.12878
O 7.73288 15.47268 -1.18723
C 7.81877 16.77444 -1.68334
H 6.98508 10.78141 -0.53017
H 6.06639 10.13564 -1.89177
H 5.32070 11.27482 -0.71637
H 5.65107 12.61940 -2.62708
H 7.17715 11.90322 -2.91775
H 6.83346 17.10413 -2.01283
H 8.54154 16.87364 -2.49321
H 8.21512 17.49224 -0.96518
C 3.15947 8.53872 -1.58667
C 4.41742 7.80510 -1.37739
O 4.10930 6.61284 -0.64615
C 3.95990 6.51279 0.63182
O 4.23155 7.37454 1.46690
O 3.40716 5.33642 0.90769
C 2.95393 5.03490 2.23848
H 3.35591 9.58588 -1.81677
H 2.43515 8.43719 -0.77849
H 2.61321 8.10245 -2.42296
H 4.98888 8.45579 -0.71546
H 4.87662 7.67832 -2.35778
H 2.25155 4.21363 2.09611
H 2.41941 5.80783 2.79074
H 3.70717 4.57562 2.87863
C 9.81500 10.37483 -8.36587
C 8.77641 11.45936 -8.62668
O 9.18635 12.71097 -8.11539
C 8.99963 12.95704 -6.72339
O 8.75654 12.08620 -5.88907
O 9.05878 14.28105 -6.51392
C 9.06191 14.91931 -5.23234
H 9.70260 10.02556 -7.33948
H 10.83314 10.71100 -8.56200
H 9.62044 9.57495 -9.08033
H 7.73419 11.27964 -8.36291
H 8.86299 11.72840 -9.67939
H 8.40783 14.42437 -4.51448
H 8.97667 16.00075 -5.33878
H 10.05711 14.81729 -4.79960
C 6.32408 17.13954 -6.50445
C 6.04924 17.66633 -5.04899
O 7.20730 18.18650 -4.49736
C 7.36267 19.52459 -4.41169
O 6.70478 20.44050 -4.95819
O 8.46602 19.72925 -3.68561
C 9.00910 20.98858 -3.59941
H 6.94182 16.24189 -6.47710
H 6.80654 17.83811 -7.18807
H 5.36805 16.86791 -6.95202
H 5.76605 16.77598 -4.48758
H 5.20664 18.34853 -4.93625
H 9.97201 21.10967 -3.10319
H 8.33256 21.67519 -3.09054
H 9.19107 21.55739 -4.51126
C 8.69732 8.97010 -4.46027
C 7.72580 8.95369 -5.53896
O 6.69268 8.02892 -5.32232
C 5.48272 8.44627 -5.05728
O 5.10531 9.31806 -4.25851
O 4.65772 7.65841 -5.80764
C 3.25923 7.90013 -5.88083
H 8.96299 7.96895 -4.12085
H 8.35888 9.55927 -3.60796
H 9.61721 9.44780 -4.79749
H 8.22008 8.53352 -6.41488
H 7.31996 9.90611 -5.87996
H 2.86201 7.80388 -4.87036
H 2.75635 7.18272 -6.52932
H 2.83136 8.86763 -6.14343
C 11.98094 19.26084 -4.75408
C 11.80085 18.87099 -3.27074
O 11.26121 17.54732 -3.28612
C 11.24220 16.82076 -2.12956
O 11.68042 17.29863 -1.05566
O 11.03210 15.53373 -2.41446
C 11.30281 14.59366 -1.36503
H 12.43234 20.25276 -4.73311
H 11.03986 19.28176 -5.30366
H 12.58629 18.52165 -5.27871
H 11.16704 19.56096 -2.71366
H 12.81586 18.94432 -2.88026
H 10.45599 14.68790 -0.68525
H 12.19955 14.82856 -0.79164
H 11.36672 13.59361 -1.79387
C 14.97746 20.25832 -0.08029
C 13.69972 20.84252 0.57035
O 12.51096 20.19947 0.39711
C 11.38331 20.80702 0.32628
O 11.17618 22.02962 0.32776
O 10.48263 19.82754 0.24786
C 9.09565 20.20777 0.35557
H 15.84808 20.84508 0.21267
H 14.88433 20.29847 -1.16557
H 15.01805 19.21647 0.23755
H 13.71530 21.87095 0.20952
H 13.77879 21.07241 1.63289
H 8.36861 19.39643 0.32003
H 8.87692 20.91319 -0.44608
H 8.93800 20.83546 1.23264
C 5.23521 21.70259 1.76656
C 5.29786 21.10823 0.37533
O 5.35200 19.65903 0.35997
C 4.67874 18.94081 -0.55483
O 3.75450 19.43976 -1.21207
O 4.97936 17.65193 -0.45225
C 4.23228 16.66310 -1.16364
H 4.24379 21.66507 2.21797
H 5.52682 22.74382 1.62903
H 6.02514 21.18141 2.30739
H 6.29026 21.33561 -0.01397
H 4.69223 21.64179 -0.35722
H 4.38356 16.77710 -2.23706
H 3.17336 16.66626 -0.90519
H 4.52410 15.64864 -0.89197
C 9.77852 11.24933 -0.21630
C 9.17917 11.84129 1.07489
O 9.55114 13.17669 1.21730
C 8.96904 13.95928 2.13804
O 8.21690 13.56809 2.94728
O 9.23206 15.24783 1.95361
C 8.76872 16.22841 2.86710
H 9.45994 10.20840 -0.27173
H 10.86796 11.27450 -0.19214
H 9.39936 11.75105 -1.10659
H 9.36223 11.24328 1.96762
H 8.11480 11.81048 0.84197
H 9.22887 17.21567 2.82579
H 8.97629 15.80165 3.84837
H 7.70683 16.39397 2.68520
```

Values from the calculation:
HOMO: -10.48 eV
energy relative to the best compared isomer or geometry (same formula, charge and spin): 129.3 kcal per mole
energy: -3829.2403 hartree
charge: 0
gap between HOMO and LUMO: 11.06 eV